The following is a quantum chemistry calculation of C26H32N5O2PS4V as an isolated structure at a distorted geometry, from the OMol25 dataset.

Structure (XYZ):
```
71
C26H32N5O2PS4V | the OMol25 dataset | ωB97M-V with the def2-TZVPD basis set
V 0.3214 0.0936 -0.1113
N -0.3227 3.0771 0.0249
P 0.4932 2.1391 1.1663
C -0.0437 3.0425 2.6729
C -1.0077 2.5593 3.5498
C -1.4194 3.3365 4.6204
C -0.8866 4.5994 4.8163
C 0.0656 5.0915 3.9381
C 0.4854 4.3168 2.8740
C 2.2250 2.6890 1.0946
C 3.0378 2.2413 2.1367
C 4.4055 2.4303 2.0859
C 4.9652 3.0745 0.9931
C 4.1554 3.5565 -0.0231
C 2.7860 3.3545 0.0131
C -0.9540 2.5473 -1.0747
C -1.5471 3.4007 -2.0107
C -2.0938 2.8705 -3.1580
C -2.0561 1.4904 -3.3245
C -1.4791 0.7140 -2.3416
N -0.9367 1.2164 -1.2273
H -0.4226 4.0747 0.1798
H -1.4547 1.5847 3.4003
H -2.1719 2.9584 5.2947
H -1.2084 5.1985 5.6538
H 0.4697 6.0825 4.0792
H 1.2344 4.7001 2.1953
H 2.5762 1.7605 2.9955
H 5.0323 2.0661 2.8855
H 6.0358 3.1936 0.9333
H 4.6010 4.0750 -0.8581
H 2.1641 3.6884 -0.8074
H -1.5509 4.4631 -1.8345
H -2.5193 3.5104 -3.9140
H -2.4656 1.0304 -4.2079
H -1.4245 -0.3630 -2.4573
N -0.7378 -0.6411 1.5839
C -0.4828 -1.9561 2.1651
C 0.9157 -2.0158 2.7802
C 1.9959 -2.0049 1.7036
N 2.0439 -0.7064 1.0316
H -0.7934 0.0325 2.3466
H -1.6517 -0.6386 1.1036
H -0.5625 -2.7093 1.3750
H -1.2280 -2.1870 2.9389
H 1.0104 -2.9329 3.3649
H 1.0615 -1.1582 3.4470
H 1.7685 -2.7749 0.9610
H 2.9679 -2.2434 2.1539
H 2.7652 -0.7364 0.3084
H 2.3755 -0.0108 1.7038
O 4.8273 -3.3924 -3.6106
C 3.9702 -2.7507 -3.0967
S 4.0958 -1.0079 -2.7736
C 2.4976 -0.8114 -2.0714
C 1.7321 -1.9391 -1.9450
S 0.1867 -1.9101 -1.2232
S 2.4208 -3.4366 -2.5512
S 1.9121 0.7351 -1.6412
C -4.1396 -3.4879 -1.9862
N -3.9989 -2.1226 -1.5174
C -4.7868 -1.0922 -2.1543
C -3.1385 -1.8227 -0.5572
O -2.9024 -0.6978 -0.1231
H -4.8821 -3.5219 -2.7803
H -4.4673 -4.1431 -1.1779
H -3.1887 -3.8655 -2.3690
H -5.8513 -1.3090 -2.0492
H -4.5306 -1.0223 -3.2133
H -4.5570 -0.1466 -1.6673
H -2.6220 -2.7092 -0.1559
```

## Properties
E_LUMO (alpha / beta)   -3.35 / -2.67 eV
Gap between HOMO and LUMO (alpha / beta)   6.3 / 7.0 eV
Calculated total energy   -4312.26991 Ha
Spin multiplicity   3
Net charge   +1
⟨S²⟩   2.09

Atomic partial charges in e from the Löwdin method, atoms 1 to 2: number 1, V, carries 0.27; number 2, N, carries -0.09

=====

The following is a quantum chemistry calculation of a 2-piece molecular cluster, C26H32NO4 overall, from the OMol25 dataset.

Structure (XYZ):
```
63
C26H32NO4 | the OMol25 dataset | ωB97M-V with the def2-TZVPD basis set
C 0.3361 1.2607 -4.3239
C 1.1594 0.2968 -3.4911
O 0.4415 -0.9195 -3.3580
C 0.7948 -1.6879 -2.2256
C 2.2783 -1.9744 -2.1321
C 2.8530 -2.7313 -3.1549
C 4.1985 -3.0664 -3.1487
C 5.0123 -2.6570 -2.0995
C 4.4571 -1.9170 -1.0663
C 3.1008 -1.5562 -1.0811
C 2.6036 -0.7257 0.0645
O 1.7833 0.1576 -0.0834
C 3.2164 -1.0522 1.3871
C 2.4981 -0.9729 2.5737
C 3.1144 -1.3315 3.7622
C 4.4430 -1.7379 3.7759
C 5.1754 -1.7815 2.5987
C 4.5546 -1.4479 1.4026
C 5.2932 -1.5011 0.1035
O 6.4710 -1.2346 0.0123
H 0.0809 0.8042 -5.2806
H -0.5702 1.5592 -3.8000
H 0.9442 2.1433 -4.5352
H 2.1234 0.1211 -3.9848
H 1.3608 0.7350 -2.5071
H 0.2833 -2.6450 -2.3529
H 0.4096 -1.2187 -1.3210
H 2.2213 -3.0681 -3.9686
H 4.6079 -3.6613 -3.9545
H 6.0677 -2.8924 -2.0562
H 1.4670 -0.6444 2.5607
H 2.5639 -1.3014 4.6939
H 4.9131 -2.0182 4.7092
H 6.2165 -2.0748 2.5806
C -4.8286 1.8619 -0.4222
C -4.6459 1.3161 1.0065
C -4.4330 2.4590 2.0028
C -3.0596 3.1198 1.8867
C -1.9409 2.0829 1.9752
C -2.0998 0.9338 0.9775
N -3.4838 0.3757 1.0945
O -3.5965 -0.4641 2.0570
C -1.7905 1.4050 -0.4526
C -1.1050 -0.1722 1.2893
C -5.9085 0.5414 1.3647
H -5.8737 2.1291 -0.5768
H -4.2442 2.7571 -0.6214
H -4.5677 1.1081 -1.1649
H -4.5507 2.0658 3.0174
H -5.2253 3.1969 1.8539
H -2.9826 3.6866 0.9551
H -2.9422 3.8466 2.6927
H -0.9693 2.5530 1.8054
H -1.9210 1.6685 2.9882
H -2.0495 0.6307 -1.1769
H -0.7197 1.5956 -0.5353
H -2.3000 2.3218 -0.7346
H -1.1815 -0.5218 2.3182
H -0.0973 0.2059 1.1255
H -1.2613 -1.0302 0.6319
H -6.0459 -0.3093 0.6958
H -6.7669 1.2060 1.2605
H -5.8834 0.1719 2.3863
```

## Properties
E_LUMO (alpha / beta)   -0.77 / -0.77 eV
Gap between HOMO and LUMO (alpha / beta)   7.3 / 8.4 eV
Calculated total energy   -1365.59633 Ha
Spin multiplicity   2
⟨S²⟩   0.75

Atomic partial charges in e from the Löwdin method, atoms 1 to 2: number 1, C, carries -0.07; number 2, C, carries -0.27

=====

The following is a quantum chemistry calculation of C26H32NO6Sn as an isolated structure at a distorted geometry, from the OMol25 dataset.

Structure (XYZ):
```
66
C26H32NO6Sn | the OMol25 dataset | ωB97M-V with the def2-TZVPD basis set
O -0.9461 -0.8773 -2.6770
C -1.3639 0.3404 -3.4539
C -0.7730 -0.1659 -4.7453
H -0.8860 1.2266 -3.0162
H -2.4598 0.4208 -3.4864
C -0.5377 -1.4824 -3.9847
H 0.1461 0.3409 -5.0505
H -1.5063 -0.2033 -5.5560
C 0.8819 -1.9913 -4.0149
H 1.6050 -1.1664 -3.9735
H 1.0307 -2.5190 -4.9650
H 1.0616 -2.7205 -3.2200
C -1.5311 -2.5397 -4.4359
H -2.5539 -2.1465 -4.4362
H -1.4553 -3.4334 -3.8070
H -1.2947 -2.8429 -5.4704
Sn -0.9851 -0.8428 -0.3635
C -3.4179 -1.7773 1.7369
C -3.0598 -0.5165 2.2926
C -3.1330 0.4666 1.2768
H -2.8709 -0.3305 3.3455
C -3.5611 -0.1883 0.0609
C -3.7353 -1.5933 0.3639
H -4.0864 -2.3576 -0.3278
H -3.4983 -2.7083 2.3000
H -2.9553 1.5362 1.4008
H -3.7879 0.2952 -0.8879
C 0.2469 -2.7904 1.1301
C -0.0774 -3.8585 0.2485
C 0.6574 -3.6864 -0.9549
H -0.7117 -4.7122 0.4917
C 1.4466 -2.5047 -0.8435
C 1.1829 -1.9168 0.4428
H 1.6781 -1.0430 0.8626
H -0.0848 -2.6425 2.1569
H 0.6909 -4.3832 -1.7949
H 2.1720 -2.1331 -1.5662
O 2.0340 1.6159 -3.5181
C 2.3072 1.1645 -2.1674
C 1.3289 1.8920 -1.2321
H 3.3513 1.4165 -1.9046
H 2.2168 0.0641 -2.1353
C 0.9587 3.1881 -1.9895
H 1.6737 2.0351 -0.1983
H 0.3851 1.3192 -1.1710
C 1.4771 2.9447 -3.4180
H 1.4526 4.0488 -1.5277
H -0.1205 3.3637 -2.0125
H 2.2897 3.6524 -3.6483
H 0.6654 3.0510 -4.1609
O -0.4923 -0.7696 3.2487
C 0.1664 0.2541 2.9205
O 0.4155 0.6761 1.7457
C 0.6984 1.0436 4.1151
C 0.8933 2.4401 4.0701
C 1.3632 3.1359 5.1822
C 1.6454 2.4342 6.3742
C 1.4504 1.0381 6.4454
C 0.9913 0.3604 5.3199
N 2.0911 3.1539 7.5182
O 2.2252 4.3964 7.4107
O 2.3279 2.5314 8.5787
H 0.6962 2.9768 3.1410
H 1.4862 4.2158 5.1651
H 1.6700 0.5197 7.3786
H 0.8242 -0.7154 5.3917
```

## Properties
E_LUMO (alpha / beta)   -6.44 / -6.02 eV
Energy relative to the best compared isomer or geometry (same formula, charge and spin)   72.4 kJ/mol
Gap between HOMO and LUMO (alpha / beta)   5.0 / 5.4 eV
Calculated total energy   -1729.89406 Ha
Net charge   +1

Atomic partial charges in e from the Löwdin method, atoms 1 to 2: number 1, O, carries -0.32; number 2, C, carries -0.11